Here is a cluster of 12 separate species, C64H161F6N11O21P in total in a non-equilibrium geometry from the OMol25 dataset. Energies are from ωB97M-V/def2-TZVPD.

Structure (ORCA input):
```
! RIJCOSX wB97M-V def2-TZVPD def2/J DEFGRID3
* xyz -1 1
H 1.96 -1.25 4.17
C -6.45 3.81 -2.74
H 1.85 -3.38 -9.40
H 0.75 -6.88 4.49
C -5.65 3.51 -0.52
H -6.73 0.12 5.03
O -1.16 -7.16 -8.50
H 5.67 3.28 0.37
H 2.03 -5.75 1.58
C -3.48 2.99 6.09
N 1.68 3.81 0.66
H 0.82 0.14 8.92
H 1.02 -5.50 -7.76
N 7.99 2.35 -0.57
C -2.85 3.35 -4.07
H -3.68 -1.03 -5.81
H 3.88 0.62 2.74
H -4.21 -6.07 1.34
C -4.72 5.06 3.65
H -5.36 4.40 0.05
C 3.59 3.34 -5.08
H 2.84 -9.17 2.97
H 1.61 -1.70 -2.78
H -1.33 6.49 -1.11
C 3.62 4.79 -6.92
F 0.54 -1.08 0.85
H -1.53 1.94 -2.62
H 0.52 -7.14 -9.68
N -1.60 -4.86 0.44
H 2.19 -5.82 4.24
C -4.52 0.80 1.83
H -0.95 3.80 3.64
F 1.24 1.00 0.29
H 4.12 -3.87 -1.60
H -5.26 4.70 2.76
H 3.71 0.67 -1.63
H 1.26 5.79 4.77
C 1.59 4.78 4.57
H -4.71 -0.02 1.09
O -6.44 0.07 3.02
H -0.09 -1.75 -8.91
H -0.40 -8.67 -9.57
H -1.72 -3.12 1.55
H -0.61 -7.02 0.00
H 2.99 5.14 -7.73
H -6.16 1.79 1.50
C 6.10 2.49 0.99
H 8.74 1.71 -0.87
H 3.41 -0.71 6.12
H 0.38 -4.57 3.48
H 1.49 0.81 5.42
H -6.12 3.08 6.85
O 4.35 -1.22 3.63
H -0.20 0.67 -7.65
H -1.80 -6.15 -6.79
C 2.06 4.00 -0.77
H 1.36 0.14 3.28
H 0.63 -3.41 -6.83
H 2.43 3.00 -1.11
C 2.78 3.36 1.51
H -0.60 8.82 -0.05
C 6.96 1.58 0.16
H -2.96 -5.60 2.59
H 0.80 4.08 4.86
H 3.21 -0.50 -0.41
H -3.82 -1.84 5.19
H -4.67 -5.81 3.02
H 3.08 7.58 -1.76
C -5.34 3.52 7.49
C -3.72 -3.55 0.79
F -1.63 -0.45 0.24
H 7.37 0.79 0.83
H -1.59 5.82 2.45
H -0.83 -2.94 -4.40
C 1.40 -6.40 3.75
C -1.06 -6.80 -0.97
H -2.86 -5.66 -0.96
H -2.02 -2.84 -0.14
C 3.12 5.04 -1.02
C -0.07 -7.79 -9.01
H 0.23 -3.80 -3.26
H -5.69 3.39 8.52
O -4.09 2.82 7.37
H 3.12 -0.85 2.07
H 2.45 1.62 -5.26
H -7.15 4.61 -2.44
C 1.92 -3.73 1.73
H 3.62 4.06 1.47
H -3.44 3.60 1.92
O -3.32 5.02 3.44
H -2.95 3.97 6.00
C -2.90 3.84 2.85
H 3.33 -3.13 -8.44
C 0.46 1.95 -3.53
H 3.20 1.79 -3.63
H 3.52 8.12 -0.12
C -5.08 0.40 3.15
O 3.85 -4.04 0.44
H -4.07 -2.52 0.78
H -3.21 -4.03 7.02
O 5.07 0.23 -0.19
C 0.57 -5.46 2.88
H -0.31 -4.74 -8.61
C 2.46 -2.63 -8.86
H 1.71 -6.50 -2.58
C -0.03 -5.14 -7.63
H 5.32 1.95 1.52
H 1.16 -0.49 -9.18
O 0.16 6.99 0.20
H 0.87 -0.18 -6.51
C 3.45 -0.35 3.00
H 0.34 1.24 -4.38
C 2.21 -0.20 3.87
H 2.56 -0.19 8.99
N -5.17 2.03 1.37
H 2.13 -8.67 4.56
C 3.39 0.38 5.92
H 2.86 -2.26 0.57
O -3.05 -2.01 7.18
O -3.42 -0.59 -3.86
H 1.75 -0.62 -4.15
H 1.18 8.77 0.02
H 1.46 2.62 3.05
H -1.52 -4.66 -1.65
H -0.73 3.46 -2.62
C 2.28 3.35 2.94
H 5.65 -0.95 2.03
N 1.25 -5.08 1.61
H -0.37 -5.95 2.61
O 1.91 -7.40 2.94
C 6.13 0.82 -0.82
C -6.91 -0.52 4.16
H 4.35 -1.01 -1.71
H 4.51 4.31 -7.38
F -0.80 1.62 -0.31
H 5.56 -4.16 -0.62
H -4.16 -4.11 -0.06
P -0.19 0.28 0.27
C -0.88 2.56 -3.25
O 2.90 6.15 -0.23
C -2.88 -1.08 -5.05
H -4.73 -3.16 6.89
H 4.60 7.02 -1.01
H -1.73 1.97 6.70
H -0.90 -0.20 -4.77
H -3.15 -0.52 -1.85
H -4.99 6.08 3.90
C 4.05 -0.20 -1.03
H -5.04 1.25 3.86
O 2.89 3.87 -6.20
H 4.79 -2.54 -0.60
C -3.98 -5.48 2.23
H -0.49 -5.38 -5.01
H 3.38 2.27 6.71
H 3.97 5.62 -6.29
H 1.20 2.91 0.50
H 0.31 8.22 -1.48
H 1.62 -0.78 7.61
C -2.19 -0.48 5.61
C -4.93 2.28 -0.05
H 6.15 -2.08 3.23
H -6.50 -1.52 4.31
C -2.91 -1.76 5.82
H 3.18 5.23 -2.11
C 1.71 0.05 8.32
H -2.40 -1.89 -2.63
C 1.03 -6.28 -1.75
H -6.95 2.83 -2.79
C 2.64 -8.34 3.64
H -0.81 4.39 0.00
O 1.83 4.64 3.23
O -0.11 -6.97 -1.99
N -1.11 -0.98 -6.73
O -1.58 2.92 -4.39
C 1.15 -1.45 -3.75
O -5.30 3.77 -1.87
F 0.09 -0.35 -1.20
N -3.12 0.60 5.88
H 4.51 2.84 -5.43
H -3.12 2.94 3.46
H 1.50 -6.56 -0.80
H 6.72 3.01 1.73
H -8.00 -0.57 4.04
H 2.79 -1.92 -9.64
C 0.30 8.28 -0.38
H -3.91 -3.29 8.47
C 4.62 -3.62 -0.64
H -4.21 2.99 5.26
C 2.67 2.32 -4.43
H -0.31 -7.04 -6.64
H 0.77 1.41 -2.64
C -3.76 -3.15 7.40
C -2.21 -3.57 0.68
H 4.79 -2.50 2.12
H 3.15 2.34 1.26
H -5.03 4.36 4.45
H 1.08 3.54 -4.66
H 6.66 0.04 -1.41
C -2.64 -0.82 -2.77
H -3.86 2.32 -0.29
H -3.25 4.02 -4.85
H -2.34 -2.59 5.32
C 0.69 -1.13 -8.42
H -1.04 -1.99 -6.64
C -1.36 3.91 2.62
H -2.64 -2.16 -4.99
H 2.67 -3.71 2.55
C 0.13 -3.48 -4.30
H 3.63 -7.95 3.93
H 3.88 4.16 -4.39
H -1.88 -0.43 4.56
C 5.26 -1.71 2.72
H -1.85 7.23 0.44
N 1.47 2.96 -3.93
H -1.85 2.05 4.98
H -1.70 -0.27 -2.84
H -3.46 0.54 6.84
H 4.02 1.03 7.83
H 0.66 -8.18 -8.27
C -1.29 5.18 0.59
H 0.87 -5.20 -1.74
H -2.34 4.80 0.48
H 1.24 -5.08 -5.19
H 0.14 -1.03 -3.61
C 3.54 7.27 -0.80
H -2.03 0.67 -5.91
H 2.04 -3.50 -0.42
N -0.06 -4.12 -6.60
H -4.49 -0.39 3.62
C -1.13 6.53 -0.03
H 4.40 0.56 5.52
C 0.24 -4.60 -5.26
F -0.52 0.62 1.81
H 8.48 2.95 0.11
H 1.14 4.15 -1.34
N 2.40 0.73 4.96
H -6.72 3.35 -0.35
H 5.77 1.50 -1.62
H -3.56 2.53 -3.90
C 3.24 1.26 7.08
H -1.83 -7.55 -1.19
O -4.29 -4.11 2.00
H -5.23 4.60 7.28
H 2.48 4.52 5.17
N -0.94 5.16 2.02
C -1.79 -5.43 -0.91
H -1.06 3.01 2.09
H -1.31 -0.48 6.27
C -1.67 -0.30 -5.55
C 2.65 -3.34 0.48
H 4.09 4.59 -0.74
O 1.96 1.23 7.65
O 1.15 -2.55 -4.63
H -0.62 -4.84 0.74
H -2.85 3.97 -3.16
C 0.08 -0.33 -7.28
C -2.47 1.93 5.87
H 3.14 3.05 3.56
O 1.71 -2.00 -7.87
H -5.33 1.47 -0.71
H -3.44 0.85 1.87
H -6.10 4.03 -3.76
H 1.18 -2.94 1.94
C -0.88 -6.39 -7.33
*
```

Output
E_LUMO = 2.1 eV
highest occupied orbital energy = -0.2096 Eh
HOMO-LUMO gap = 7.79 eV
F_max = 2.9 eV/A